47
Properties=species:S:1:pos:R:3:mulliken_charge:R:1 method="wB97M-V/def2-TZVPD" energy_ha=-6856.570887 orbital_gap_ev=4.23 multiplicity=1 e_lumo_ev=-3.18 total_charge=0
C -1.926 4.791 1.309 -0.906
C -1.850 3.294 0.596 -0.089
C -0.623 2.438 1.345 -0.752
Br -1.056 2.071 3.293 -0.039
C -0.203 1.072 0.509 0.545
C -1.261 -0.155 0.352 0.172
C -2.814 -0.129 0.973 -0.177
C -3.581 -1.551 0.545 -0.362
O -4.861 -1.673 1.264 -0.334
C -4.544 -2.252 2.593 0.222
O -5.432 -2.079 3.582 -0.476
N -0.841 -1.375 -0.378 -0.513
N 0.395 -1.404 -0.922 0.584
S 0.744 -2.944 -1.763 0.966
C -0.794 -4.076 -1.685 -0.744
O 1.020 -2.705 -3.267 -0.531
O 1.871 -3.759 -1.033 -0.552
C 1.536 -0.441 -0.981 0.719
C 2.983 -0.652 -1.751 -0.321
C 3.040 -0.014 -3.263 0.313
O 2.831 1.306 -3.429 -0.499
Br 3.457 -1.080 -4.944 -0.105
C 1.302 1.004 -0.170 -0.157
C 2.442 2.192 -0.072 -1.381
H -1.112 4.819 2.176 0.273
H -1.682 5.605 0.475 0.257
H -2.993 4.973 1.762 0.298
H -1.558 3.367 -0.548 0.344
H -2.888 2.790 0.790 0.089
H 0.288 3.208 1.382 0.466
H -3.399 0.714 0.362 0.107
H -2.838 0.042 2.130 0.265
H -3.766 -1.469 -0.626 0.306
H -2.943 -2.503 0.783 0.189
H -3.583 -2.891 2.831 0.315
H -0.729 -4.839 -2.584 0.349
H -1.797 -3.462 -1.718 0.219
H -0.695 -4.717 -0.683 0.326
H 3.374 -1.754 -1.756 0.538
H 3.774 -0.032 -1.106 0.009
H 3.000 2.133 0.981 0.340
H 3.283 2.124 -0.888 0.258
H 1.946 3.256 -0.106 0.429
N 5.620 -0.811 0.909 1.003
O 6.227 -0.910 1.989 -0.668
O 5.853 -1.614 -0.010 -0.654
O 4.782 0.091 0.749 -0.642

=====

60
Properties=species:S:1:pos:R:3:mulliken_charge:R:1 method="wB97M-V/def2-TZVPD" energy_ha=-5984.192691 orbital_gap_ev=8.79 multiplicity=1 e_lumo_ev=-1.97 total_charge=0
O 2.478 -3.066 4.018 -0.459
C 1.378 -2.883 3.436 0.093
Br 0.509 -4.458 2.615 -0.144
C 0.794 -1.390 3.373 0.763
O -0.201 -1.157 4.412 -0.287
P -0.928 0.361 4.081 0.784
O -0.987 1.130 5.410 -0.710
O -0.017 1.324 2.985 -0.405
O -2.550 0.207 3.552 -0.278
C -2.768 -1.090 2.895 -0.083
C -4.072 -1.135 1.973 -1.102
C -3.882 -0.409 0.539 0.894
F -5.193 0.084 0.195 -0.317
F -3.012 0.699 0.724 -0.172
C -3.347 -1.522 -0.484 0.338
F -2.490 -2.469 0.125 -0.196
F -4.515 -2.261 -0.895 -0.318
C -2.736 -0.899 -1.869 0.484
F -3.445 0.305 -2.073 -0.233
F -3.148 -1.830 -2.884 -0.277
C -1.149 -0.769 -1.789 0.764
F -0.628 -2.089 -2.003 -0.274
F -0.654 -0.388 -0.504 -0.195
S -0.327 0.347 -3.049 1.178
F -1.517 0.153 -4.192 -0.295
F -0.977 1.741 -2.419 -0.286
F 0.980 0.502 -2.002 -0.317
F 0.477 -0.990 -3.718 -0.295
F 0.498 1.296 -4.152 -0.306
H 0.352 -1.165 2.329 -0.253
H 1.700 -0.683 3.483 0.306
H -0.481 1.256 2.116 0.349
H -1.817 -1.481 2.367 0.147
H -2.954 -1.841 3.757 0.356
H -4.988 -0.686 2.516 0.390
H -4.335 -2.253 1.837 0.349
C 6.340 -4.703 -2.701 -0.617
O 5.235 -4.480 -3.575 -0.320
C 4.612 -3.304 -3.387 0.764
O 4.909 -2.467 -2.570 -0.542
O 3.601 -3.223 -4.268 -0.317
C 2.845 -2.015 -4.181 -0.569
H 6.764 -5.678 -2.942 0.218
H 7.110 -3.943 -2.852 0.289
H 6.010 -4.717 -1.660 0.290
H 3.477 -1.149 -4.392 0.314
H 2.379 -1.923 -3.200 0.242
H 2.059 -2.058 -4.934 0.249
C 0.407 5.336 3.416 -0.547
O 0.428 6.164 2.254 -0.326
C -0.117 5.594 1.163 0.768
O -0.601 4.485 1.099 -0.494
O -0.032 6.474 0.151 -0.330
C -0.576 6.004 -1.081 -0.577
H 0.868 5.891 4.234 0.234
H -0.620 5.097 3.698 0.286
H 0.984 4.424 3.248 0.231
H -1.642 5.792 -0.976 0.277
H -0.037 5.118 -1.427 0.253
H -0.452 6.794 -1.823 0.235

=====

61
Properties=species:S:1:pos:R:3:mulliken_charge:R:1 method="wB97M-V/def2-TZVPD" energy_ha=-13024.473061 orbital_gap_ev=8.83 multiplicity=1 e_lumo_ev=-3.55 total_charge=+1
C 4.570 -0.305 -0.183 -0.789
N 3.099 -0.149 -0.344 0.276
C 2.589 1.040 -0.221 -0.277
C 1.046 0.905 -0.497 0.008
C 0.647 -0.624 -0.644 -0.323
C 2.120 -1.218 -0.645 0.368
H 4.895 -0.103 0.863 0.315
H 5.079 0.362 -0.919 0.360
H 4.817 -1.352 -0.477 0.203
H 3.110 1.994 0.016 0.443
H 0.364 1.545 0.106 -0.172
H 1.012 1.255 -1.568 0.336
H -0.041 -1.077 0.093 0.276
H 0.312 -0.718 -1.706 0.125
H 2.124 -1.855 0.274 0.308
H 2.411 -1.889 -1.487 -0.485
C 4.371 -4.416 -2.297 -0.047
Cl 3.517 -3.142 -3.178 -0.114
Cl 6.029 -3.920 -1.940 -0.105
Cl 3.509 -4.824 -0.808 -0.107
H 4.406 -5.300 -2.925 0.378
C 1.791 1.867 3.752 -0.084
Cl 2.662 0.365 3.420 -0.122
Cl 2.583 3.230 2.947 -0.123
Cl 0.110 1.718 3.232 0.057
H 1.807 2.046 4.823 0.287
C 0.400 -4.040 -5.735 -0.168
Cl 1.711 -3.610 -6.838 -0.027
Cl 0.620 -5.681 -5.115 -0.112
Cl 0.306 -2.881 -4.401 -0.052
H -0.535 -4.005 -6.284 0.373
C -2.902 2.145 1.107 0.456
Cl -4.640 2.426 1.256 -0.043
Cl -2.525 0.442 1.395 -0.110
Cl -2.319 2.657 -0.483 -0.110
H -2.394 2.738 1.862 -0.226
C -1.556 5.738 1.940 -0.192
Cl -2.904 5.516 0.819 -0.068
Cl -2.122 5.656 3.609 -0.095
Cl -0.307 4.514 1.665 -0.042
H -1.121 6.717 1.769 0.428
C -4.853 -2.500 3.551 -0.021
Cl -4.894 -0.943 2.717 -0.051
Cl -5.490 -3.780 2.514 -0.115
Cl -3.205 -2.880 4.070 -0.130
H -5.481 -2.432 4.433 0.308
C -8.077 3.766 2.217 0.380
Cl -9.203 4.789 1.319 -0.120
Cl -7.483 4.607 3.655 -0.119
Cl -8.843 2.237 2.662 -0.120
H -7.230 3.547 1.574 -0.022
C -1.693 1.752 6.608 -0.221
Cl -1.709 3.354 5.859 -0.041
Cl -2.357 0.542 5.503 -0.008
Cl -0.052 1.313 7.100 -0.117
H -2.318 1.783 7.494 0.394
C 4.827 -3.862 -9.637 0.070
Cl 6.350 -3.166 -10.198 -0.114
Cl 5.125 -5.256 -8.592 -0.117
Cl 3.861 -2.646 -8.789 -0.135
H 4.266 -4.198 -10.502 0.295